[1]
{"formula": "C13H21O10Rb", "method": "wB97M-V/def2-TZVPD", "symbols": ["Rb", "O", "O", "O", "O", "O", "O", "O", "O", "O", "O", "C", "C", "C", "C", "C", "C", "C", "C", "C", "C", "C", "C", "C", "H", "H", "H", "H", "H", "H", "H", "H", "H", "H", "H", "H", "H", "H", "H", "H", "H", "H", "H", "H", "H"], "xyz": [[16.40706, 14.77819, -15.47180], [20.31495, 22.70711, -17.54734], [13.51910, 18.67204, -12.88952], [23.33231, 15.14839, -16.16198], [20.95534, 20.66565, -16.86212], [18.91021, 20.95432, -17.63741], [21.81625, 16.10663, -17.48363], [15.34092, 18.51327, -11.64612], [23.91777, 16.88356, -17.46580], [14.13383, 16.67063, -12.09919], [18.92448, 15.47907, -14.33831], [19.15577, 16.83258, -14.38599], [18.29109, 18.70571, -18.27245], [18.91948, 19.58029, -17.18542], [22.14410, 14.33156, -15.99719], [20.40782, 19.34894, -16.93512], [20.08098, 21.55730, -17.36516], [16.67627, 19.89185, -13.10221], [14.32596, 17.83698, -12.20141], [20.28503, 14.29031, -17.75300], [15.44250, 19.82970, -12.21751], [23.10773, 16.11603, -17.07815], [21.07057, 15.11753, -16.77447], [14.13163, 19.94713, -13.01393], [21.91538, 14.30080, -14.93654], [18.31124, 19.55520, -16.28042], [13.45469, 20.69647, -12.60676], [22.37271, 13.35630, -16.41985], [18.24601, 17.43731, -14.66093], [20.38422, 15.57062, -16.05941], [14.33772, 20.17590, -14.05951], [16.76424, 18.96735, -13.67904], [19.90680, 14.81819, -18.62792], [20.85587, 13.45229, -18.18399], [16.57829, 20.69817, -13.83524], [20.84387, 18.83446, -17.79296], [20.63953, 18.82757, -16.01352], [17.58950, 20.03745, -12.53286], [17.77003, 19.32636, -18.99521], [17.58051, 18.00463, -17.83217], [19.47654, 13.73819, -17.26935], [19.06859, 18.12416, -18.76768], [15.54123, 20.56867, -11.42665], [19.91284, 17.13690, -15.14780], [19.52007, 17.22508, -13.41964]], "homo_energy_ha": -0.2720, "e_above_lowest_kj_mol": 34.0, "orbital_gap_ev": 6.2, "energy_ev": -34951.217, "fmax_ev_per_a": 1.7}

[2]
{"formula": "C41H66O33", "method": "wB97M-V/def2-TZVPD", "symbols": ["O", "O", "O", "O", "O", "O", "O", "O", "O", "O", "O", "O", "O", "O", "O", "O", "O", "O", "O", "O", "O", "O", "O", "O", "O", "O", "O", "O", "O", "O", "O", "O", "O", "C", "C", "C", "C", "C", "C", "C", "C", "C", "C", "C", "C", "C", "C", "C", "C", "C", "C", "C", "C", "C", "C", "C", "C", "C", "C", "C", "C", "C", "C", "C", "C", "C", "C", "C", "C", "C", "C", "C", "C", "C", "H", "H", "H", "H", "H", "H", "H", "H", "H", "H", "H", "H", "H", "H", "H", "H", "H", "H", "H", "H", "H", "H", "H", "H", "H", "H", "H", "H", "H", "H", "H", "H", "H", "H", "H", "H", "H", "H", "H", "H", "H", "H", "H", "H", "H", "H", "H", "H", "H", "H", "H", "H", "H", "H", "H", "H", "H", "H", "H", "H", "H", "H", "H", "H", "H", "H"], "xyz": [[4.72316, -4.01979, -2.44490], [-2.50433, -3.42568, -4.54863], [1.06826, 0.11146, -1.58391], [-1.37191, -1.78012, -5.61490], [-3.60386, -1.77312, -5.44537], [-0.23432, 7.49323, -1.32700], [-4.65066, -1.16030, -2.06794], [0.01912, 3.75752, 4.12213], [4.69207, 2.40701, 0.95968], [-0.40249, -5.22072, -0.00142], [3.64701, -2.30694, -3.35046], [4.57142, -3.90413, -4.65748], [0.03477, 0.54367, 0.39259], [-3.77219, 0.08660, -0.42463], [-1.17199, 2.39545, 2.86581], [5.13664, 0.27643, 1.36791], [4.44945, 0.92697, -0.66322], [2.94278, -1.63498, 1.72652], [-0.89971, 5.35711, -1.54435], [-5.53414, 0.83884, -1.53781], [-1.82879, 2.90696, 4.98606], [-3.65684, -2.91263, 1.84777], [-1.57036, -6.38868, -1.35172], [-2.67778, -4.60811, 2.84581], [2.97886, -0.66832, 3.75397], [-0.87675, -0.82079, -0.97764], [0.23526, 2.40740, -5.28947], [1.25475, 4.29808, -4.79527], [-0.34915, -4.68313, -2.18658], [-0.73727, 4.36333, -5.84029], [0.01574, 6.05132, 0.32845], [-4.84477, -4.75390, 2.37121], [1.11834, -1.61743, 3.07553], [-5.30333, 1.81067, -0.51894], [5.22302, -3.22824, -0.21651], [-4.66722, -0.18632, -1.37891], [-1.29108, 3.71194, 6.04594], [0.78361, -0.94303, 4.29146], [-3.81060, -4.14792, 2.31224], [-1.02099, 2.93560, 3.92220], [4.34023, -3.42785, -3.58826], [-0.72611, -5.37112, -1.28930], [5.68122, 0.95042, 2.48727], [-2.38825, -2.26206, -5.22765], [-1.63308, 5.58894, -2.72738], [1.13414, 1.33594, 0.80859], [5.40452, 2.47424, 2.21660], [0.18451, 3.73393, -5.42574], [-2.23217, -2.56492, 1.85523], [4.17737, -3.32564, -1.32246], [2.11145, 3.25769, -4.29399], [0.07216, 4.66743, 0.73701], [1.94527, 0.81543, -5.08370], [0.19147, -0.05200, -0.78272], [-1.73673, -3.53530, 2.92883], [-0.90818, -1.58796, -2.16485], [-2.12385, -6.69016, -2.62249], [-4.61370, -2.60796, -4.88814], [4.41612, 3.07693, 3.20508], [-2.12530, -1.10712, 2.27387], [2.41622, -1.34835, 2.73970], [4.79389, 1.17485, 0.45173], [-0.32869, 6.38419, -0.91083], [-5.43468, -3.09820, -6.08589], [0.64020, -4.31069, 0.34378], [3.63206, -2.02166, -1.94559], [-3.83422, -3.67808, -4.07919], [1.25582, 1.96281, -4.39663], [-4.00751, 1.35843, 0.16919], [-1.24739, 2.97149, 7.36029], [-2.81019, 2.25897, -0.09673], [2.15244, -0.60736, 4.87839], [2.16063, 0.80734, 5.47829], [0.10988, 4.09007, 5.52728], [1.06103, 4.35800, 0.39964], [-0.78378, 4.11424, 0.36626], [0.96032, 2.03613, 1.62033], [-1.09969, -0.79804, 2.08589], [0.55040, -3.82354, 1.30260], [-1.91955, 4.59181, 6.18550], [1.50239, -4.99042, 0.32257], [-4.74608, -3.65106, -6.72965], [2.44642, 3.50189, -3.29019], [-3.06477, 3.26347, 0.25685], [-5.24344, -2.04238, -4.20432], [-3.18423, -6.42772, -2.56879], [2.61348, -1.90109, -1.58904], [3.14447, 1.19723, 5.72684], [0.93976, 3.45263, 5.83149], [-2.88006, -0.55881, 1.71402], [5.15975, 0.66073, 3.39714], [-2.50772, 6.23396, -2.58756], [-0.54049, 2.14003, 7.30473], [3.37761, -3.91595, -0.86328], [6.74843, 0.82795, 2.66756], [4.76313, -2.64335, 0.58231], [6.35032, 2.99481, 2.09082], [-5.82114, -2.23840, -6.62361], [-2.12814, -7.76203, -2.81465], [3.49673, 2.48475, 3.18715], [0.84745, -3.63998, -0.49379], [-6.18541, -3.80173, -5.72614], [2.94696, 3.22112, -4.99707], [0.21003, -0.04600, 4.02858], [2.33169, -1.29570, 5.70800], [-2.33783, -0.95744, 3.33416], [-0.16783, -2.38020, -2.24351], [1.69289, 1.45866, 4.73279], [-0.65512, -0.95316, -3.02219], [0.92928, 1.76615, -3.37361], [-1.90448, 1.99630, 0.44964], [0.09322, -1.52620, 4.89775], [2.43462, 1.25155, -5.95522], [-4.09770, -4.68803, -4.38710], [-0.75620, -3.93662, 2.68354], [1.51055, 0.90356, 6.34981], [-6.12564, 1.85537, 0.19778], [-2.23932, 2.68860, 7.71157], [-1.62921, -6.14563, -3.42405], [4.80344, 2.98989, 4.21939], [-0.85731, 3.52780, 8.21827], [0.06442, 4.68829, 1.82226], [-1.89277, -2.71877, 0.83264], [-3.76231, -3.47927, -3.01126], [-0.99752, 6.07062, -3.47017], [6.10227, -2.70065, -0.59151], [-1.64547, -3.18257, 3.95683], [-2.58721, 2.31623, -1.16272], [1.17573, 0.12457, -5.42970], [0.27818, 5.16035, 5.60677], [-2.04585, 4.62772, -3.02638], [2.63056, 0.28590, -4.42427], [1.40544, 2.02578, 0.00196], [-5.27633, 2.82561, -0.91672], [-1.91614, -1.92642, -2.38468], [4.26257, -1.19944, -1.61368], [-4.23457, 1.32404, 1.23452], [5.52115, -4.20780, 0.14832], [4.06956, 4.04681, 2.84970], [2.02584, 0.71791, 0.92135]], "homo_energy_ha": -0.3746, "e_above_lowest_kj_mol": 153.3, "orbital_gap_ev": 9.8, "energy_ev": -111155.840, "smiles": "C[C@H]1COC(=O)O1.C[C@H]1COC(=O)O1.C[C@H]1COC(=O)O1.C[C@H]1COC(=O)O1.C[C@H]1COC(=O)O1.C[C@H]1COC(=O)O1.C[C@H]1COC(=O)O1.C[C@H]1COC(=O)O1.COC(=O)OC.COC(=O)OC.COC(=O)OC", "fmax_ev_per_a": 2.7}

[3]
{"formula": "C22H36N2O5", "method": "wB97M-V/def2-TZVPD", "symbols": ["O", "O", "O", "O", "O", "N", "N", "C", "C", "C", "C", "C", "C", "C", "C", "C", "C", "C", "C", "C", "C", "C", "C", "C", "C", "C", "C", "C", "C", "H", "H", "H", "H", "H", "H", "H", "H", "H", "H", "H", "H", "H", "H", "H", "H", "H", "H", "H", "H", "H", "H", "H", "H", "H", "H", "H", "H", "H", "H", "H", "H", "H", "H", "H", "H"], "xyz": [[-4.56799, -4.63361, -0.28242], [-5.68517, -3.12554, 0.96564], [0.54460, -0.82384, 3.19769], [-4.11150, -2.85570, -2.87724], [-0.40879, 2.65873, 6.54731], [2.56595, 0.03564, 3.31879], [1.34030, 1.78411, 5.42960], [0.79839, -1.45305, -4.63258], [-1.63889, 1.80236, 1.92397], [-1.47722, 1.49928, -0.48738], [-4.75913, -3.47861, 0.05211], [-0.19636, -0.95388, -3.58153], [1.88197, -0.40988, -4.91953], [-3.90906, -2.34839, -0.51647], [0.78151, 2.38817, 6.47717], [0.36807, 2.51569, 3.29960], [-3.17349, -2.71243, -1.80908], [-1.24113, -2.03845, -3.29952], [3.90818, 0.09363, -6.33810], [1.24503, 0.12163, 3.53400], [-0.27657, 2.15397, 1.97435], [-0.11417, 1.83714, -0.43936], [0.59512, 1.32643, 4.24962], [2.88862, -0.96793, -5.93175], [1.70781, 2.74408, 7.61558], [0.48526, 2.16480, 0.78966], [-2.23831, 1.47314, 0.69478], [3.62474, 1.01335, 3.57479], [-2.17928, -1.60418, -2.17012], [1.15016, 3.31805, 8.35492], [3.40926, 0.94128, -6.81839], [2.53365, 3.34418, 7.23877], [3.40974, -1.82700, -5.49675], [-4.57309, -2.01965, -3.05031], [0.47068, 1.85247, -1.34841], [-2.72186, -0.70161, -2.46593], [1.53209, 2.42834, 0.81970], [-1.57553, -1.36295, -1.28895], [-1.94045, 1.26737, -1.43478], [-2.62754, -3.65318, -1.66411], [-0.38790, 0.98328, 4.57793], [2.32319, 1.58015, 5.47126], [2.08197, 1.82935, 8.07147], [-0.27040, 3.24457, 3.80125], [2.36034, -1.31260, -6.82685], [-3.18064, -2.07658, 0.25133], [0.33975, -0.70844, -2.65885], [-3.28598, 1.21037, 0.66000], [1.41890, 0.49933, -5.31672], [0.26236, -1.68535, -5.55878], [-4.54823, -1.48041, -0.68958], [1.32010, 3.00816, 3.10463], [-2.22637, 1.78711, 2.83154], [4.63006, -0.32964, -7.04366], [-0.69212, -0.04509, -3.93776], [4.47952, 0.79578, 2.93212], [3.95308, 0.94748, 4.61279], [2.40239, -0.14874, -3.99211], [4.45154, 0.45777, -5.46062], [2.84048, -0.83205, 2.88188], [1.26941, -2.37509, -4.27598], [-1.81818, -2.23980, -4.20819], [3.28471, 2.02588, 3.35672], [-0.73447, -2.96588, -3.01193], [-6.09913, -3.96355, 1.22272]], "homo_energy_ha": -0.3333, "orbital_gap_ev": 9.4, "energy_ev": -36617.304, "smiles": "CNC(=O)[C@H](Cc1ccccc1)NC(C)=O.CCCCCCC[C@H](O)CC(=O)O", "fmax_ev_per_a": 1.9}

[4]
{"formula": "HN3O", "method": "wB97M-V/def2-TZVPD", "symbols": ["O", "N", "N", "N", "H"], "xyz": [[1.38168, -0.49190, -0.23513], [2.17804, 0.34197, 0.11173], [-2.07607, 0.47786, -0.29419], [-1.92116, -0.40451, 0.34458], [1.68089, 1.02793, 0.74616]], "homo_energy_ha": -0.3581, "e_above_lowest_kj_mol": 0.0, "orbital_gap_ev": 9.4, "energy_ev": -6532.015, "smiles": "N#N.N=O", "fmax_ev_per_a": 1.7}